The following is a DFT calculation (ωB97M-V/def2-TZVPD) of a structure of composition C26H28N7O7Tc at a distorted geometry.

Cartesian coordinates (Å):
Tc1 -0.35888 1.34773 -0.75186
O1 1.56477 -1.58422 -4.54619
C1 1.54124 -2.70311 -3.81387
C2 2.31673 -3.77158 -4.25770
C3 2.31684 -4.97182 -3.58059
C4 1.53314 -5.14053 -2.44171
C5 0.79325 -4.08272 -1.96702
C6 0.79240 -2.84032 -2.61880
C7 0.00292 -1.73551 -2.08667
O2 -0.37870 -1.72387 -0.74200
N1 -0.37567 -0.78086 -2.84209
N2 -1.03441 0.33332 -2.35069
C8 -1.85636 0.84069 -3.23973
C9 -2.72490 1.94528 -3.06739
C10 -3.66421 2.22637 -4.08282
C11 -4.57672 3.23751 -3.94891
C12 -4.57852 4.01156 -2.78110
C13 -3.65506 3.78620 -1.78801
C14 -2.69272 2.77280 -1.91420
O3 -1.76893 2.65071 -0.98579
H1 0.86591 -0.99024 -4.21928
H2 2.89345 -3.63903 -5.16320
H3 2.92100 -5.79030 -3.94891
H4 1.49827 -6.09514 -1.93514
H5 0.16960 -4.21289 -1.09722
H6 -1.90060 0.30933 -4.18614
H7 -3.66826 1.60678 -4.97200
H8 -5.29055 3.43625 -4.73560
H9 -5.31743 4.79104 -2.65042
H10 -3.63570 4.39071 -0.89053
C15 -0.72054 4.83001 1.69928
C16 -0.51126 3.39314 1.36024
O4 -1.29001 2.57674 2.05878
O5 0.32518 3.00761 0.55539
H11 -0.17153 5.05561 2.61554
H12 -1.77550 5.02310 1.88088
H13 -0.34092 5.45233 0.89489
N3 -0.74687 0.52622 0.98401
C17 -0.96381 1.17419 2.03483
N4 -0.96401 0.66196 3.29919
C18 -1.15429 1.49824 4.48460
C19 0.20531 2.01192 4.94902
O6 1.06834 0.92486 5.22355
C20 1.26132 0.08766 4.09893
C21 -0.06463 -0.45722 3.56957
H14 -1.57093 0.86363 5.26816
H15 -1.85008 2.30451 4.27720
H16 0.12155 2.58851 5.86896
H17 0.64323 2.65247 4.16881
H18 1.90483 -0.72678 4.43001
H19 1.77098 0.64601 3.29724
H20 -0.52311 -1.09976 4.32268
H21 0.08765 -1.01495 2.64824
C22 3.91336 -0.11321 0.53008
N5 2.86703 -1.13111 0.57651
C23 3.09263 -2.32299 1.28112
C24 2.05285 -3.21356 1.47729
C25 0.81104 -2.94415 0.95347
N6 0.69446 -1.80160 0.14459
C26 1.68694 -0.86050 0.00203
O7 1.47361 0.19085 -0.62433
N7 -0.33688 -3.65548 1.16216
H22 4.87781 -0.60697 0.60265
H23 3.80307 0.58914 1.35786
H24 3.85212 0.43266 -0.40559
H25 4.07880 -2.46007 1.68874
H26 2.20403 -4.09113 2.08802
H27 -0.32681 -4.38854 1.84644
H28 -1.21685 -3.22746 0.93452

For the calculated total energy, the calculation gives -1998.024098 a.u. As for the relative energy (zero: lowest compared OMol25 entry of this formula, charge and spin): 549.0 kJ/mol. Its spin multiplicity is 2. The value obtained for the maximum force is 3.60 eV Å⁻¹. As for the HOMO-LUMO gap (spin up / spin down): 4.292 / 3.710 eV. Its charge is +1. For the LUMO energy (spin up / spin down), the calculation gives -4.586 / -4.618 eV.